No. 1
This record from the Open Molecules 2025 dataset describes the molecule C3H2N2S in a non-equilibrium geometry. The level of theory is ωB97M-V with the def2-TZVPD basis set.

Its structure (SMILES) is S=C1N=CC=N1. The HOMO-LUMO gap is 7.3 eV. The relative energy (zero: lowest compared OMol25 entry of this formula, charge and spin) comes out at 31.3 kcal/mol. Its electronic energy is -16956.0445 eV. The calculation puts the lowest unoccupied orbital energy at -2.179 eV. The HOMO energy is -9.43 eV. The value obtained for the largest force on an atom is 4.35 eV/A.

Structure (ORCA input):
```
! RIJCOSX wB97M-V def2-TZVPD def2/J DEFGRID3
* xyz 0 1
S 2.8014 -0.0600 -0.0798
C 1.2345 -0.0360 0.2714
N 0.4939 1.1626 0.3339
C -0.6788 0.7285 -0.1504
C -0.7999 -0.7275 -0.1065
N 0.3631 -1.2880 0.2723
H -1.5408 1.2633 -0.3226
H -1.8734 -1.0429 -0.2183
*
```

***

No. 2
This record from the Open Molecules 2025 dataset describes the molecule C3H2N2S2 in a non-equilibrium geometry. The level of theory is ωB97M-V with the def2-TZVPD basis set.

Its structure (SMILES) is S=c1ccsnn1. The HOMO-LUMO gap (alpha / beta) is 7.4 / 7.4 eV. The relative energy (zero: lowest compared OMol25 entry of this formula, charge and spin) comes out at 50.2 kcal/mol. Its electronic energy is -27790.9815 eV. The calculation puts the lowest unoccupied orbital energy (alpha / beta) at -1.419 / -1.419 eV. The HOMO energy (alpha / beta) is -8.83 / -8.83 eV. The value obtained for the largest force on an atom is 3.68 eV/A.

Structure (ORCA input):
```
! RIJCOSX wB97M-V def2-TZVPD def2/J DEFGRID3
* xyz 0 1
S 2.0391 0.2113 -1.8336
C 0.9133 0.3334 -0.6144
C -0.4467 -0.1971 -0.6997
C -1.2341 -0.3815 0.4089
S -0.7133 0.2302 1.9176
N 0.9372 0.7457 1.6616
N 1.4705 0.7310 0.6051
H -0.8298 -0.6422 -1.6936
H -2.1363 -1.0307 0.2480
*
```

***

No. 3
This record from the Open Molecules 2025 dataset describes an isolated ion of composition C3H2N3O2 and charge -1 in a non-equilibrium geometry. The level of theory is ωB97M-V with the def2-TZVPD basis set.

The HOMO-LUMO gap (alpha / beta) is 7.0 / 8.4 eV. The relative energy (zero: lowest compared OMol25 entry of this formula, charge and spin) comes out at 110.0 kcal/mol. Its electronic energy is -11705.6422 eV. The calculation puts the lowest unoccupied orbital energy (alpha / beta) at 3.016 / 3.761 eV. The HOMO energy (alpha / beta) is -4.03 / -4.62 eV. The value obtained for the largest force on an atom is 3.87 eV/A.

Structure (ORCA input):
```
! RIJCOSX wB97M-V def2-TZVPD def2/J DEFGRID3
* xyz -1 1
C 0.9162 0.7840 -0.5182
C -0.3106 1.7058 -1.1246
C -0.4586 -2.0748 1.1465
N 0.6194 -0.0822 0.3309
N -1.3833 1.8661 -0.6442
N -0.3069 -0.6442 0.8201
O -1.5984 -2.3971 1.4175
O 0.6972 -2.5634 1.1518
H 1.8291 1.1939 -0.5108
H -0.0042 2.2118 -2.0690
*
```

***

No. 4
This record from the Open Molecules 2025 dataset describes a 2-piece molecular cluster, C3H2N3OS2 overall in a non-equilibrium geometry. The level of theory is ωB97M-V with the def2-TZVPD basis set.

The HOMO-LUMO gap is 7.5 eV. The relative energy (zero: lowest compared OMol25 entry of this formula, charge and spin) comes out at 0.0 kcal/mol. Its electronic energy is -31331.0350 eV. The calculation puts the lowest unoccupied orbital energy at 3.377 eV. The HOMO energy is -4.13 eV. The value obtained for the largest force on an atom is 4.52 eV/A.

Structure (ORCA input):
```
! RIJCOSX wB97M-V def2-TZVPD def2/J DEFGRID3
* xyz -1 1
C 0.7055 0.1214 -0.3322
C -0.6298 0.5669 -0.1332
C 1.5226 -1.8962 0.1991
N -0.7036 1.9035 -0.0134
N 0.3556 2.6021 -0.0527
N -1.8555 -0.1099 -0.2246
O 0.5630 -2.4761 0.5934
S 3.0168 -1.8025 -0.2133
S 1.6589 1.5427 -0.3109
H -2.0330 -0.9220 0.4997
H -2.6004 0.4702 -0.0118
*
```

***

No. 5
This record from the Open Molecules 2025 dataset describes C3H2N4O as an isolated structure in a non-equilibrium geometry. The level of theory is ωB97M-V with the def2-TZVPD basis set.

The HOMO-LUMO gap is 9.7 eV. The relative energy (zero: lowest compared OMol25 entry of this formula, charge and spin) comes out at 38.2 kcal/mol. Its electronic energy is -11147.6164 eV. The calculation puts the lowest unoccupied orbital energy at 0.324 eV. The HOMO energy is -9.37 eV. The value obtained for the largest force on an atom is 8.09 eV/A.

Structure (ORCA input):
```
! RIJCOSX wB97M-V def2-TZVPD def2/J DEFGRID3
* xyz 0 1
C 1.0634 -1.4857 -0.1095
C -0.5749 -0.2199 -0.0058
C 0.6206 0.4444 0.1609
H 1.6507 -2.3439 -0.1903
H -2.4477 0.8537 -0.2041
N -0.2181 -1.4949 -0.3098
N -1.3533 0.8090 -0.2056
N -0.8467 1.9790 0.1367
N 0.4794 1.8214 0.2315
O 1.6265 -0.3631 0.4959
*
```

***

No. 6
This record from the Open Molecules 2025 dataset describes an isolated ion of composition C3H2NO3 and charge -1 in a non-equilibrium geometry. The level of theory is ωB97M-V with the def2-TZVPD basis set.

Its structure (SMILES) is [H]/N=C(/[O-])[C@H]1OC1=O. The HOMO-LUMO gap is 8.1 eV. The relative energy (zero: lowest compared OMol25 entry of this formula, charge and spin) comes out at 67.0 kcal/mol. Its electronic energy is -10774.8645 eV. The calculation puts the lowest unoccupied orbital energy at 4.053 eV. The HOMO energy is -4.04 eV. The value obtained for the largest force on an atom is 4.00 eV/A.

Structure (ORCA input):
```
! RIJCOSX wB97M-V def2-TZVPD def2/J DEFGRID3
* xyz -1 1
H -1.6102 1.4845 -0.1682
N -1.5396 1.1646 0.7690
C -0.7767 0.1802 1.0867
O -0.5575 -0.5395 2.0570
C 0.3378 -0.6447 -0.1873
O 0.2698 -0.7893 -1.7072
C 1.2131 -0.0319 -1.0033
O 2.1699 0.6314 -1.2961
H 0.4934 -1.4554 0.4494
*
```